Entry from the OMol25 dataset: a 7-piece molecular cluster, C48H106N5O5 overall (the ωB97M-V functional and the def2-TZVPD basis).

Its total charge is +3. As for the frontier orbital gap: 0.17308 Ha. The highest occupied orbital energy comes out at -10.34 eV. As for the energy: -2541.38242 Ha.

Last column: Löwdin charge in e.
CARTESIAN COORDINATES (ANGSTROEM)
H -3.5380 -4.1015 1.6683  0.1150
N 0.7409 4.2316 -6.3943  -0.2050
H 4.8608 -0.3989 4.9025  0.0992
H -2.0754 0.3231 2.2813  0.1226
C -3.5042 -2.9712 -0.1469  -0.1742
C -3.6042 6.3886 0.9683  -0.1754
H -0.2193 6.0607 -7.1033  0.0941
C -2.8195 -0.0302 2.9952  -0.1433
H 0.8277 -7.5647 1.5508  0.1202
H 2.7604 4.9259 -6.9629  0.1242
C 1.5577 -2.3838 2.6959  -0.1803
H -0.5673 5.2633 -5.0117  0.1241
H 2.9823 -0.9096 9.1901  0.0769
H 1.5026 2.9713 -8.0665  0.1327
H 1.2420 6.1902 -4.6247  0.0487
H -0.9388 1.7760 4.2967  0.0665
H -5.4713 -2.5985 0.6840  0.1032
H 0.4656 -8.1484 -2.1659  0.1042
H 0.7185 -0.7231 5.0042  0.1083
C -0.1388 1.8602 -7.1038  -0.0525
H -2.1593 4.1716 2.2576  0.1038
C -4.0468 5.1164 0.3094  -0.0741
H -2.4674 2.2532 -0.7385  0.1136
N -2.8440 4.1547 0.2013  -0.1989
H 0.7370 -9.3890 -0.0852  0.1207
H -2.1650 7.7643 1.2115  0.1378
H 2.2511 -2.7740 5.4734  0.1439
H 2.6168 -6.6624 -3.0442  0.1288
H 0.7654 -5.5222 -3.9960  0.1022
H 0.5028 -0.4694 2.3721  0.0933
C 0.4570 3.6793 -3.8620  -0.2099
C -1.7185 1.3030 4.8938  -0.0543
H -3.1482 2.7889 1.8118  0.0838
H -1.0247 3.6241 -5.4674  0.1178
H 4.2630 1.1122 1.3258  0.0169
H -0.8197 4.5789 -7.7851  0.1019
C 2.7007 -4.6183 -1.5344  0.0394
C 3.9140 -0.5156 8.7843  -0.0800
H -3.3142 -0.3707 0.5833  0.1093
C -0.1979 4.2434 -5.1195  -0.0547
C 0.0959 5.0921 -7.4912  0.0099
H 2.3622 -8.7881 0.0925  0.1157
C -1.2661 -4.6123 -3.8747  -0.0610
H 1.8558 0.6110 -3.1750  0.0787
H 2.2322 -1.3884 -0.0397  0.0595
C 2.0290 6.2494 -5.3765  -0.0292
C 2.7770 -2.8965 3.3549  -0.1899
C 1.0955 2.8391 -7.0641  -0.1154
H -3.1478 -0.3396 5.0385  0.1155
H 2.7999 -4.4810 -2.6112  0.1007
O 1.0798 2.4333 -4.1498  -0.2173
H 3.6335 -2.6829 2.7155  0.1297
H 3.6592 -4.9031 -1.1004  0.1094
C -1.6038 4.8063 -0.4266  -0.1168
C -4.5841 -1.9739 3.2579  0.0445
C 1.3767 -8.5322 -0.2967  -0.1818
C -2.3213 3.4196 1.4854  0.0472
C 4.0830 -0.9862 7.3302  -0.2161
H 3.8816 0.5716 8.8544  0.0857
H 5.0182 -0.5219 7.0174  0.1076
H -1.5625 -1.7173 1.6021  0.1038
H -1.9261 -4.0058 0.8914  0.1095
C 2.1891 4.8029 -6.0428  -0.0973
H -6.0501 3.7324 -2.0135  0.0808
C 1.6298 -6.0308 0.1947  -0.0784
H -1.6143 -0.8754 4.5091  0.0935
H -4.4192 5.2703 -0.7034  0.1286
H -1.8618 -4.1626 -3.0804  0.0630
H 0.7622 5.3955 -8.2987  0.1181
H 0.6215 -2.7421 3.1242  0.0976
N -3.4522 -1.3569 2.3984  -0.2059
C 2.8889 -0.4512 6.4587  -0.0936
H -2.4452 7.5224 -0.4623  0.1351
H 3.9059 0.9548 4.4570  0.1203
C 0.2446 -0.9280 -0.6972  -0.7974
H -4.8213 4.6179 0.8923  0.1440
H -0.2427 3.5941 -3.0306  0.1076
H 1.2208 4.3450 -3.4601  0.1202
C -5.3163 3.0100 -2.3709  -0.1007
C -3.8485 3.2922 -2.1442  -0.2363
H -3.7283 0.5647 3.0868  0.1233
C 1.7404 -0.7689 -0.7897  -0.0329
C 5.8922 2.5282 1.2070  -0.8090
H 2.6777 -3.9815 3.3866  0.1274
N 2.8658 -0.8119 4.9184  -0.2297
C -2.8352 -3.4579 1.1392  -0.1471
H -1.8784 5.2104 -1.4009  0.1245
C 1.7284 1.6778 -2.9911  0.0105
H -4.9132 -0.0813 1.2386  0.1226
H 4.1859 -2.0471 7.1021  0.1018
H -0.5087 1.6200 -6.1070  0.0641
C 1.4446 -0.7645 2.8346  -0.0941
H -1.3691 1.1208 5.9101  0.0825
C 0.2872 -5.3872 -1.9270  -0.0990
O -0.4900 0.0657 -0.5587  -0.0775
C 0.8238 -7.3098 0.4911  -0.1601
C 4.0366 -0.1076 4.2513  0.0408
H 1.6431 6.9330 -6.1327  0.0726
H -1.4480 2.8335 1.1993  0.1086
H -4.0317 2.4368 -0.1108  0.1104
H 2.7095 2.1146 -2.8050  0.0940
H 1.9836 -0.8818 6.8865  0.1234
H -0.4608 -6.1554 -1.7313  0.1185
H 3.2597 -7.2137 -1.4311  0.1310
O -0.1041 -2.0833 -0.4014  -0.0819
H -0.8233 5.6891 1.2935  0.1217
H -0.2363 -7.2779 0.2394  0.1064
C 1.4908 -0.3467 4.3333  -0.0964
H 2.8794 0.6387 6.4521  0.1333
H -3.8740 -3.7067 -0.8613  0.1180
C 0.2025 -4.8304 -3.3693  -0.2113
H 3.9940 -2.5072 5.0255  0.1281
H -1.9752 -2.6987 3.0367  0.1255
O 5.9165 2.5441 2.4416  -0.0895
H -0.9198 2.2961 -7.7268  0.0717
H -4.1736 -2.3323 4.2019  0.1066
H 2.9401 6.6807 -4.9618  0.0951
H -5.3284 -1.2066 3.4706  0.1109
H 2.2828 -0.3247 2.2941  0.0937
N 1.7037 -5.8060 -1.3809  -0.2135
C -2.3261 -0.0603 4.3790  -0.2384
O 6.5170 3.3559 0.4691  -0.0998
H 2.6516 -6.1956 0.5366  0.1271
H 1.3196 -5.1532 0.7619  0.1140
H 1.8227 -1.1810 -1.7954  0.0714
C -3.3007 2.9558 -0.7308  -0.0850
H -5.0933 -2.7440 2.6785  0.0910
H -0.3402 6.5112 -0.1068  0.1407
H 2.7467 4.0430 -5.4953  0.1169
C -1.2186 6.0489 0.3435  -0.1951
C 1.4901 -8.2887 -1.8212  -0.1294
H -0.0512 -4.5756 -1.2829  0.1028
H 1.8489 -9.2051 -2.2899  0.1250
H 1.8329 2.3998 -6.3922  0.1044
H -2.5836 1.9609 4.9758  0.0771
H -0.7550 4.1536 -0.6304  0.1341
C -4.1641 -0.8539 1.0653  -0.0759
H 1.3367 0.7268 4.4420  0.1201
C -4.6948 -2.0335 0.1683  -0.1332
H 1.4070 -2.7618 1.6847  0.0801
H -5.2524 -1.5816 -0.6521  0.1190
H 0.0879 0.8860 -7.5367  0.0877
H 2.2335 -3.8076 -0.9753  0.0859
H -1.6438 -5.5710 -4.2302  0.0798
H 1.1464 1.8713 -2.0900  0.0672
C -2.3255 -2.3403 2.0687  -0.0946
H 5.4643 0.5834 0.1159  0.0628
H -2.7087 -2.4404 -0.6699  0.0975
H -5.4644 2.9744 -3.4502  0.0869
H -3.6799 4.2465 -2.6433  0.1089
C 2.9505 -2.3664 4.7435  -0.0833
H 0.7726 -3.9163 -3.5353  0.0989
H 4.7593 -0.8315 9.3956  0.0882
H -3.2848 2.6850 -2.8524  0.1079
C -2.3189 6.9774 0.4732  -0.2007
H -4.4365 7.0799 0.8360  0.1350
C 5.0063 1.4452 0.6014  -0.0657
C 2.3782 -7.0061 -2.0377  -0.0781
H -1.2959 -3.9384 -4.7309  0.0766
H -5.6200 2.0501 -1.9532  0.0756
H 2.1633 0.2349 -0.7487  0.0623
H 4.2798 -0.3458 3.2158  0.0996
H 4.3964 1.9806 -0.1262  0.0431
H -3.6864 6.3496 2.0545  0.1269